The following is a DFT calculation (wB97M-V/def2-TZVPD) of 13 unconnected molecules or ions with the total composition C62H108N8O28 at a distorted geometry.

Electronic energy: -4971.198288 a.u.
Spin multiplicity: 2
Max |F|: 5.63 eV/A
Kohn-Sham gap (spin up / spin down): 0.1415 / 0.0631 Ha
M: 1413.574 g/mol
Total charge: +1

Structure (XYZ):
```
206
Properties=species:S:1:pos:R:3:forces:R:3:lowdin_charge:R:1
C -0.112720 22.145560 19.892120 -0.230 0.925 -1.864 -0.041
C 0.459560 23.536520 19.409060 -1.515 -0.342 0.293 -0.422
C -0.637780 24.625950 19.585640 0.344 0.420 -0.205 -0.181
O -1.957150 24.441320 19.064930 -0.716 -1.487 -0.427 -0.196
C -2.108490 24.075740 17.683590 0.393 1.078 1.019 -0.106
N 1.664480 23.880820 20.119860 0.329 0.072 0.998 0.034
H -0.601720 22.122370 20.865990 0.672 0.428 0.379 0.083
H 0.644260 21.372330 19.760990 -0.167 -0.092 0.239 0.064
H -0.964330 21.926880 19.247880 0.031 -0.438 -0.319 0.047
H 0.818980 23.634040 18.384650 -0.602 -1.003 -0.493 0.131
H -0.353330 25.581640 19.145380 0.814 0.085 0.234 0.122
H -0.763400 24.740580 20.662290 -0.237 0.224 0.006 0.127
H -3.135380 24.266910 17.372060 -0.299 -0.088 0.494 0.071
H -1.867710 23.028150 17.502790 0.333 -0.042 -0.145 0.064
H -1.543810 24.784020 17.077310 0.529 -0.328 -0.314 0.093
H 2.303820 23.122460 19.929500 0.560 0.053 -0.541 0.071
H 1.510320 23.674930 21.096560 -0.251 0.485 0.664 0.050
C -2.876650 11.288020 17.010270 0.398 1.587 -0.314 -0.045
C -1.842560 11.606990 15.929630 0.560 -3.236 -1.388 -0.408
C -0.756600 12.559370 16.235290 0.399 2.162 -0.283 -0.154
O 0.018640 12.944360 15.035300 0.734 -2.111 1.593 -0.167
C -0.446300 13.954020 14.244660 -1.223 0.937 -0.330 -0.148
N -1.256900 10.282390 15.405670 -1.203 1.525 0.254 0.055
H -3.282630 12.277270 17.221580 -0.452 -0.043 0.476 0.047
H -2.450310 10.921980 17.944270 0.063 -0.279 -0.124 0.066
H -3.689620 10.666870 16.634310 0.324 -0.170 0.035 0.083
H -2.345240 12.097540 15.096090 -0.449 -0.365 -0.282 0.116
H -0.072420 12.262560 17.030200 0.247 -0.207 -0.288 0.125
H -1.265400 13.463570 16.569430 0.090 0.488 0.320 0.104
H -0.575910 14.874580 14.813770 -0.112 0.282 0.283 0.062
H -1.413020 13.735600 13.790980 -0.385 -0.152 -0.064 0.068
H 0.200290 14.199060 13.402060 0.486 -0.418 0.227 0.103
H -0.482980 10.506380 14.796590 0.235 -0.088 -0.011 0.054
H -0.916690 9.760230 16.200470 0.212 -0.075 0.064 0.046
C -5.682840 13.185850 15.355960 1.269 -1.668 -1.530 -0.060
C -4.943980 14.271020 14.590500 -1.572 1.523 1.373 -0.393
C -5.233700 14.182260 13.086520 -0.886 -1.326 0.501 -0.218
O -4.838090 15.287630 12.324070 -1.634 -1.663 1.013 -0.149
C -3.474360 15.291020 12.341370 1.421 1.650 -1.772 -0.155
N -5.431880 15.528160 15.224790 0.609 0.313 -0.273 0.063
H -6.591280 12.939630 14.806230 -0.696 0.453 0.754 0.084
H -5.708370 13.293330 16.440350 -0.309 0.286 -0.353 0.078
H -5.123140 12.276810 15.135740 0.230 -0.403 0.367 0.071
H -3.883860 14.247130 14.842830 0.159 -0.250 -0.350 0.118
H -6.256080 13.914480 12.819800 -0.594 0.798 0.620 0.131
H -4.796430 13.231280 12.782330 0.981 0.008 -0.549 0.128
H -2.996490 14.369220 12.009690 -0.179 -0.397 0.201 0.097
H -3.067290 15.611170 13.300490 0.286 0.191 -0.039 0.078
H -3.351040 15.995360 11.518690 1.423 0.457 0.316 0.102
H -5.093680 16.332240 14.715700 0.116 0.165 -0.232 0.030
H -6.439570 15.569280 15.170390 -0.234 -0.129 0.123 0.066
C -3.277790 15.892930 25.515060 0.497 1.104 -0.089 -0.032
C -3.743080 16.470500 24.177670 0.223 -0.181 -0.407 -0.392
C -2.618520 17.173250 23.383990 -0.711 0.519 0.992 -0.144
O -2.513050 18.566390 23.842700 -1.114 -2.548 0.451 -0.156
C -1.604330 19.290940 23.125240 0.995 0.053 -1.020 -0.148
N -4.211540 15.287600 23.492640 -0.156 -0.826 -0.804 0.039
H -2.600380 15.073040 25.276340 -0.177 -0.406 -0.062 0.063
H -4.118060 15.531830 26.108070 0.251 0.142 0.159 0.089
H -2.593660 16.568660 26.028360 -0.565 0.331 0.475 0.084
H -4.606560 17.133540 24.124000 0.178 0.460 0.982 0.144
H -2.879910 17.064420 22.331410 -0.192 0.779 -0.418 0.109
H -1.710650 16.574870 23.460190 0.633 0.334 0.436 0.122
H -1.804280 19.140320 22.064380 -0.014 0.504 -0.421 0.071
H -0.588920 18.921100 23.267630 0.409 -0.020 0.192 0.076
H -1.627990 20.346020 23.397890 -0.220 -0.067 0.015 0.097
H -3.593650 14.518630 23.709440 -0.090 -0.187 -0.184 0.042
H -4.191500 15.392730 22.488320 0.043 0.155 -0.153 0.032
C -0.599300 18.260940 13.064350 0.584 -0.023 0.714 -0.017
C 0.262700 17.545180 14.156130 -1.083 -1.947 -0.418 -0.380
C 1.789980 17.742670 14.005010 -0.355 1.477 -1.502 -0.152
O 2.093330 17.379240 12.625020 -1.236 -1.371 1.013 -0.216
C 3.451480 17.539150 12.285510 -0.547 1.191 0.248 -0.102
N -0.344140 17.693210 15.489090 1.122 1.631 1.556 0.040
H -1.506160 18.677720 13.502510 -0.293 -0.421 0.241 0.033
H -0.880940 17.580730 12.260550 0.138 0.191 -0.004 0.078
H -0.123470 19.158500 12.669290 0.439 -0.265 -0.240 0.079
H 0.171980 16.459770 14.114150 0.093 -0.070 -1.672 0.081
H 2.434530 17.260040 14.739670 -0.238 -0.565 0.012 0.125
H 2.032950 18.804310 14.049450 0.023 0.406 0.385 0.116
H 3.639840 17.359420 11.227060 -0.397 -0.483 0.104 0.091
H 4.094200 16.926520 12.917720 0.237 0.199 -0.009 0.092
H 3.553870 18.618200 12.400750 1.265 0.163 0.267 0.085
H 0.191240 17.113560 16.119540 0.576 0.261 0.419 0.068
H -1.256470 17.309400 15.690180 -0.526 -0.125 -1.266 0.041
C 0.552660 9.636820 19.246100 1.605 -1.169 -0.103 -0.057
C 0.916230 10.453990 20.458960 0.401 -2.011 1.936 -0.457
C 2.331190 10.143220 21.087940 -0.923 -0.489 0.410 -0.149
O 2.345970 10.521570 22.488360 0.178 0.999 -0.769 -0.207
C 3.618120 10.276500 23.074720 -0.060 -0.179 -0.566 -0.106
N 0.595410 11.814320 20.186830 0.115 1.130 -0.098 0.063
H 0.538440 8.574960 19.491740 -0.080 -0.103 0.080 0.083
H 1.427460 9.763280 18.608250 -0.256 -0.032 -0.752 0.085
H -0.365170 9.843560 18.695710 0.049 0.553 0.359 0.056
H 0.272050 10.171390 21.291590 -0.143 -0.628 0.295 0.123
H 3.147510 10.532560 20.479540 0.220 0.650 0.198 0.122
H 2.535540 9.078170 21.197560 -0.421 -0.462 -0.956 0.121
H 3.638070 10.649470 24.098730 -0.145 0.047 -0.167 0.086
H 4.416120 10.712370 22.473630 0.099 0.520 0.077 0.082
H 3.864230 9.214690 23.064710 -0.257 -0.362 0.229 0.084
H -0.388300 11.717200 20.394180 -0.532 1.231 -0.372 0.063
H 0.953550 12.366590 20.952880 0.030 0.441 0.247 0.054
C -4.625230 9.931000 25.435290 1.437 -0.030 -2.601 -0.015
C -3.649330 10.391420 24.244500 -0.811 -0.337 1.315 -0.440
C -3.797940 11.864790 24.255080 -1.115 1.929 -0.213 -0.228
O -3.123800 12.654520 23.270100 0.479 -1.542 -2.057 -0.263
C -3.436600 12.258410 21.888340 -0.277 1.016 0.553 -0.041
N -2.288340 9.992600 24.445440 -0.137 -0.911 -0.173 0.063
H -5.561090 10.401190 25.133340 -0.222 -0.089 0.909 0.072
H -4.147600 10.273690 26.353190 -0.552 -0.023 0.140 0.081
H -4.719440 8.846340 25.382860 -0.010 0.099 0.340 0.075
H -3.980990 10.026970 23.272250 -0.260 -0.367 0.068 0.134
H -3.497160 12.332630 25.192500 0.071 -0.294 0.159 0.130
H -4.845560 12.111670 24.082860 -0.389 -0.001 0.246 0.121
H -2.914970 11.388680 21.488860 0.548 0.047 0.384 0.087
H -3.245160 13.157030 21.301890 0.356 -0.144 -0.165 0.078
H -4.489050 12.041200 21.705960 -0.330 0.037 0.629 0.092
H -1.963410 10.424270 25.298780 0.525 0.143 -0.153 0.061
H -1.793720 10.330980 23.632450 0.736 0.091 0.319 0.061
C 6.999940 14.872230 20.323180 -1.340 -0.938 0.593 -0.048
C 5.652320 15.484280 19.973380 1.446 -1.390 -1.833 -0.489
C 4.391630 14.991990 20.664120 0.962 0.966 2.449 -0.228
O 3.195330 15.546280 20.186080 -0.707 -0.016 -1.093 -0.203
C 2.568450 14.718760 19.175560 1.004 -0.009 1.120 -0.050
N 5.812680 16.910050 19.907210 -1.348 -0.276 -0.772 0.058
H 7.742540 14.979970 19.532590 -0.225 0.101 0.077 0.082
H 6.736780 13.825860 20.478000 0.832 -0.391 0.163 0.072
H 7.365330 15.299560 21.256980 0.156 -0.088 0.053 0.078
H 5.401300 15.133080 18.972510 0.583 0.296 -0.855 0.126
H 4.498900 15.438030 21.652880 -0.368 -0.435 0.531 0.109
H 4.332250 13.907880 20.760420 0.070 -0.195 -0.156 0.127
H 3.217700 14.688120 18.300560 -0.379 0.063 -0.365 0.088
H 1.548260 15.056180 18.992600 0.294 0.179 -0.131 0.071
H 2.532410 13.717080 19.603840 -0.289 -0.245 -0.271 0.065
H 4.819970 16.999370 19.743940 -0.438 2.394 0.027 0.058
H 6.084040 17.310750 20.793720 -0.256 -0.025 0.341 0.073
C -4.508570 21.987600 15.263480 0.786 0.183 -0.172 0.221
C -3.920280 20.748790 15.072100 1.458 -1.465 -0.376 -0.075
C -4.738000 19.546990 14.509480 0.849 -1.311 0.368 -0.256
O -4.194310 18.443440 14.437710 -0.750 2.364 0.139 0.127
C -6.101490 19.867040 14.084710 -0.378 2.165 0.781 0.160
C -6.638950 21.164150 14.224760 0.437 0.760 -1.918 -0.137
C -5.858760 22.384630 14.766240 1.493 -1.711 1.922 -0.265
O -6.218770 23.497610 15.022990 -1.042 -0.241 -1.102 0.211
O -7.775820 21.499530 13.627110 0.318 -1.674 0.436 0.165
O -2.621560 20.583760 15.348700 -3.576 1.074 -0.283 0.230
H -3.845700 22.659330 15.788640 -0.355 0.716 0.091 0.136
H -6.709290 19.118910 13.597590 0.066 -0.160 -0.032 0.152
H -7.848670 22.425910 13.386040 0.001 0.664 0.420 0.146
H -2.481570 19.637410 15.268500 0.955 -1.504 -0.182 0.100
C -6.447430 15.241430 18.853870 -0.926 -1.124 0.657 0.101
C -7.507230 14.537660 18.317070 0.577 0.313 -0.781 -0.208
C -8.394600 13.573440 19.069210 2.982 1.000 4.668 -0.325
O -9.364670 12.996240 18.725810 -1.471 -0.526 -2.127 0.160
C -7.932610 13.463980 20.509950 0.272 0.347 0.053 0.088
C -6.890670 14.125020 21.055920 0.195 -0.291 1.045 -0.242
C -5.978920 14.986320 20.268190 -0.866 0.245 -1.689 -0.290
O -4.952900 15.436160 20.737140 -0.198 0.104 -0.570 0.086
O -6.633560 14.011980 22.377070 -1.466 -1.022 -0.887 0.084
O -7.803280 14.627000 17.016920 0.687 1.258 -0.584 0.065
H -5.876750 15.978670 18.308700 -0.089 -0.203 -0.363 0.105
H -8.478750 12.897160 21.249440 -0.468 -0.322 -0.394 0.131
H -5.865090 14.452480 22.747240 1.007 0.887 0.084 0.053
H -8.545600 14.120890 16.678650 -0.412 -0.465 0.761 0.126
C 1.535850 14.226460 23.366980 -0.160 0.290 -0.325 0.068
C 0.394910 13.615330 23.690540 -2.493 -0.011 0.190 -0.197
C 0.123580 13.013940 25.065470 1.252 -1.857 1.215 -0.245
O -0.913710 12.498530 25.500610 1.390 1.628 -1.478 0.088
C 1.396250 12.918000 25.845680 1.014 0.833 -0.327 0.091
C 2.564930 13.505290 25.459690 -0.478 1.088 0.930 -0.229
C 2.714930 14.348880 24.232540 -3.368 -1.796 -2.079 -0.309
O 3.657690 14.962090 23.816040 1.786 0.681 1.380 0.115
O 3.613810 13.623590 26.277030 -0.093 -0.713 0.410 0.113
O -0.637770 13.602660 22.812230 1.701 0.578 -0.460 0.069
H 1.567110 14.683140 22.388790 0.248 0.091 -0.085 0.111
H 1.463980 12.496340 26.837650 -0.611 -0.264 0.047 0.132
H 4.197820 14.257680 25.854590 0.686 0.199 -0.120 0.107
H -1.455990 13.191030 23.099770 -0.760 -0.627 1.020 0.051
C 2.111410 20.368300 23.203380 0.442 -0.116 0.403 0.081
C 2.443940 21.455420 23.921770 -1.748 1.468 -2.292 -0.223
C 3.433980 21.466610 24.959870 2.909 -0.268 4.325 -0.292
O 3.501590 22.265220 25.927430 -0.674 -1.163 -3.044 0.101
C 4.389520 20.306740 24.952900 -1.474 -0.920 -0.819 0.096
C 4.008510 19.172540 24.301760 0.760 -1.702 0.596 -0.189
C 2.800700 19.069250 23.404770 -0.485 1.106 -0.947 -0.285
O 2.488900 18.073160 22.764960 0.549 0.398 0.988 0.107
O 4.696930 17.998190 24.498380 0.288 1.686 0.493 0.076
O 1.880540 22.661490 23.566410 0.066 -1.090 0.043 0.080
H 1.449350 20.471450 22.356360 -0.248 -0.131 0.072 0.122
H 5.200660 20.231280 25.661950 -0.001 0.357 0.030 0.134
H 4.353770 17.195900 24.098160 -0.761 0.050 -0.602 0.074
H 2.379400 23.400140 23.922980 0.158 0.095 0.526 0.116
C -1.615420 17.847350 18.458130 0.876 2.278 0.176 0.047
C -2.391070 16.856110 18.125030 -3.714 -1.405 -1.883 -0.231
C -2.416830 15.495050 18.709290 2.170 -0.485 1.284 -0.336
O -3.096030 14.557980 18.340630 -0.519 0.781 -0.496 0.104
C -1.407270 15.368340 19.738810 0.880 0.478 0.191 0.082
C -0.581840 16.400200 20.093570 0.816 -1.718 2.593 -0.166
C -0.673100 17.799500 19.569950 -1.451 -1.793 -1.099 -0.327
O -0.133410 18.751150 20.039580 0.978 0.750 0.706 0.146
O 0.312160 16.156730 21.112170 -1.325 -0.126 -1.459 0.069
O -3.409420 17.007760 17.223690 1.087 1.420 0.024 0.055
H -1.756590 18.827180 18.026390 -0.041 0.045 -0.203 0.130
H -1.266930 14.375890 20.141000 0.126 0.047 0.383 0.120
H 0.790070 16.944470 21.381730 0.380 0.697 -0.075 0.086
H -3.924430 16.202700 17.132880 -0.270 -0.859 -0.179 0.057
```
Forces are in eV/Å.